C36H36GdN6O2 as an isolated structure at a distorted geometry, computed with ωB97M-V/def2-TZVPD.

Geometry as XYZ:
```
81
Properties=species:S:1:pos:R:3:forces:R:3:mulliken_charge:R:1
Gd 0.09932 -0.00065 0.68347 1.001 -0.218 1.247 0.006
C 1.27900 -1.54085 3.64636 0.070 0.037 -0.009 -1.232
N 1.12917 -0.17625 3.12390 -0.059 -0.022 0.100 0.726
C 0.23055 0.58437 4.02133 -0.057 0.041 -0.070 -1.076
C -0.26440 1.91284 3.43081 -0.075 -0.159 0.001 0.002
C -1.69366 1.86875 2.90173 0.008 -0.030 -0.020 -1.443
N -1.82969 0.99105 1.72773 -0.484 0.369 0.374 0.412
C -3.03761 0.73133 1.36262 -0.126 0.003 -0.072 -0.458
C -3.51827 0.03316 0.19230 -0.035 0.046 0.152 1.045
C -4.92053 -0.09815 0.08794 0.025 0.034 0.082 -1.065
C -5.52035 -0.67424 -1.00050 0.037 -0.033 -0.065 -1.029
C -4.70456 -1.12858 -2.04780 -0.010 -0.001 0.005 -0.571
C -3.33636 -1.01018 -1.98680 -0.029 -0.041 -0.026 -1.066
C -2.69341 -0.44189 -0.86491 0.114 0.042 -0.027 0.155
O -1.39729 -0.36631 -0.83762 -0.883 -0.104 -0.576 0.833
C 2.45342 0.49467 3.12274 -0.065 0.013 0.003 -0.838
C 3.56420 -0.18999 2.33952 0.042 0.025 0.027 -1.130
C 3.23540 -0.55968 0.89044 -0.126 0.147 0.090 -0.481
N 2.31837 0.39487 0.30252 0.596 0.307 -0.177 0.069
C 2.33851 0.42719 -1.13367 -0.234 -0.048 -0.059 -1.119
C 1.13468 1.99588 -2.87069 0.152 0.021 0.060 -1.662
C 1.65598 2.00942 -4.15213 0.009 -0.012 -0.079 -0.424
C 0.77914 2.11142 -5.22741 0.016 -0.003 0.053 -0.881
C -0.59349 2.20176 -5.00695 -0.013 -0.006 0.013 -0.614
C -1.12175 2.22253 -3.72088 -0.045 0.026 -0.127 -0.807
C -0.22015 2.14605 -2.68050 -0.105 -0.049 0.149 0.634
O -0.58242 2.19979 -1.36090 0.051 0.345 -0.285 -0.390
H 1.78765 -1.53592 4.61894 -0.001 -0.010 0.003 0.335
H 1.85735 -2.15057 2.95349 -0.005 0.004 0.011 0.285
H 0.30167 -1.99948 3.77425 -0.015 -0.011 0.001 0.392
H 0.75142 0.77150 4.96716 0.011 -0.052 0.060 0.397
H -0.63029 -0.04802 4.25286 0.002 -0.027 -0.015 0.515
H 0.41202 2.24539 2.63824 0.020 0.060 -0.011 -0.313
H -0.22011 2.68684 4.19666 0.023 0.028 0.011 0.524
H -1.99641 2.88048 2.62048 0.003 0.040 -0.020 0.499
H -2.36821 1.54737 3.70202 -0.033 -0.023 0.008 0.546
H -3.84320 1.11139 2.00184 -0.051 -0.007 -0.024 0.301
H -5.53173 0.27991 0.90096 0.005 -0.009 -0.013 0.424
H -6.59617 -0.76482 -1.05825 0.027 0.000 -0.001 0.430
H -5.16183 -1.57542 -2.92328 0.021 0.010 0.020 0.458
H -2.70114 -1.35028 -2.79667 -0.032 0.008 0.004 0.437
H 2.78149 0.58753 4.16743 0.009 0.038 0.029 0.514
H 2.31726 1.50222 2.73259 0.007 -0.011 -0.036 0.259
H 3.92206 -1.07483 2.87184 -0.007 0.012 -0.017 0.298
H 4.39162 0.52282 2.34528 0.018 -0.007 0.006 0.445
H 2.86216 -1.59326 0.85031 -0.073 -0.115 0.005 0.173
H 4.17446 -0.57055 0.32746 0.079 -0.077 -0.083 0.452
H 3.35832 0.38051 -1.53543 0.122 -0.001 -0.020 1.606
H 2.72554 1.93619 -4.32123 -0.051 -0.001 0.007 0.521
H 1.16392 2.12460 -6.23907 -0.015 -0.002 0.043 0.454
H -1.26557 2.27633 -5.85260 0.023 -0.001 0.022 0.448
H -2.18377 2.31630 -3.53611 0.035 -0.008 -0.008 0.567
C -1.89862 -4.34569 1.97618 -0.038 -0.010 0.047 -1.201
C -1.53291 -5.17506 0.93171 0.014 -0.058 -0.060 -0.632
C -0.76961 -4.65553 -0.10155 -0.030 -0.093 -0.044 -0.871
C -0.38309 -3.32670 -0.05140 0.037 0.127 -0.134 0.604
N -0.69308 -2.53252 0.98511 0.039 -0.050 0.020 0.578
C -1.45083 -3.03671 1.95760 0.028 0.074 -0.015 -0.202
C 0.35110 -2.67079 -1.17425 -0.201 -0.106 0.147 0.626
C 0.24077 -3.06572 -2.49088 0.106 -0.079 -0.164 -0.960
C 0.87090 -2.28620 -3.45632 -0.052 -0.060 -0.017 -1.215
C 1.55996 -1.14413 -3.08951 0.101 -0.001 -0.116 -0.633
C 1.60676 -0.80024 -1.74466 0.148 0.014 0.094 0.395
N 1.03235 -1.58180 -0.83540 0.094 -0.214 -0.425 0.573
C 1.79892 1.85905 -1.52045 0.016 -0.006 -0.020 2.744
C 2.95151 2.81514 -1.35139 -0.043 -0.054 -0.010 -1.352
C 2.97939 3.77151 -0.43421 -0.114 0.139 0.133 -0.557
C 1.80141 4.03683 0.39630 0.300 0.094 -0.114 -1.226
C 0.68884 3.33984 0.21190 -0.085 -0.067 -0.132 -0.752
N 0.64812 2.17905 -0.59734 -0.158 -0.150 -0.071 0.822
H -2.51403 -4.69942 2.79205 0.022 0.014 -0.024 0.446
H -1.84421 -6.21135 0.91532 0.009 0.015 -0.006 0.440
H -0.47057 -5.27419 -0.93732 -0.023 0.001 0.042 0.498
H -1.72042 -2.35519 2.75691 0.004 0.009 0.009 0.511
H -0.33872 -3.93606 -2.76786 0.026 0.037 -0.016 0.413
H 0.80713 -2.56390 -4.50124 -0.006 0.003 0.031 0.452
H 2.04233 -0.53085 -3.83746 -0.021 -0.025 0.037 0.695
H 3.76384 2.68838 -2.05931 -0.022 -0.014 0.047 0.437
H 3.83658 4.42893 -0.35459 -0.056 -0.034 0.015 0.526
H 1.80213 4.85778 1.10029 0.016 -0.014 -0.036 0.463
H -0.25833 3.57098 0.67995 -0.005 -0.060 0.038 0.814
```
Positions in Å, forces in eV/Å.

## Properties
HOMO energy (spin up / spin down) = -10.14 / -10.07 eV
HOMO-LUMO gap (spin up / spin down) = 7.51 / 6.48 eV
largest force on an atom = 1.61 eV Å⁻¹
spin multiplicity = 8
total energy = -2637.92443 a.u.
net charge = +1